P) A 2-piece molecular cluster, C2H7NOSi overall, computed with ωB97M-V/def2-TZVPD.

The geometry in XYZ format:
```
12
C2H7NOSi, DFT ωB97M-V/def2-TZVPD
Si -1.075 -0.493 1.888
O 2.999 0.012 -0.118
N -0.970 0.549 0.713
C -1.103 -0.200 -1.568
C -1.002 0.823 -0.657
H 3.122 0.136 -1.086
H -1.069 -0.062 -2.583
H -1.431 -1.846 1.970
H -0.604 -0.134 3.305
H 3.287 0.621 0.543
H -1.348 -1.242 -1.416
H -0.804 1.836 -0.992
```

Total charge: 0
Gap between HOMO and LUMO: 8.07 eV
Structure (SMILES): C=CN=[SiH2].O

Results of the natural (NBO) charge analysis, in e, for atoms 1 through 4:
1. Si 1.3876
2. O -0.9877
3. N -1.1001
4. C -0.4232

Q) A 2-piece molecular cluster, C2H7NOSi overall, computed with ωB97M-V/def2-TZVPD.

The geometry in XYZ format:
```
12
C2H7NOSi, DFT ωB97M-V/def2-TZVPD
Si 2.644 0.045 0.145
O 1.277 0.495 -0.582
N -0.020 0.548 -0.192
C -0.802 -0.377 -0.464
C -2.678 0.131 0.243
H -2.911 0.542 -0.801
H -2.243 0.801 0.931
H 3.211 0.816 1.298
H 2.076 -1.009 0.939
H 3.400 -0.049 -1.126
H -0.569 -1.330 -0.946
H -3.385 -0.613 0.555
```

Total charge: 0
Gap between HOMO and LUMO: 10.19 eV

Results of the natural (NBO) charge analysis, in e, for atoms 1 through 4:
1. Si 1.2063
2. O -0.7519
3. N -0.1812
4. C 0.0735

P) is favored, and the nearest alternative lies 160.2 kJ/mol above it.

P) One molecule with the formula C4H5N3, computed with ωB97M-V/def2-TZVPD.

The geometry in XYZ format:
```
12
C4H5N3, DFT ωB97M-V/def2-TZVPD
N -0.423 0.691 0.265
N 1.073 -1.561 -1.826
N 2.893 1.336 0.892
C -1.665 -0.046 -0.006
C 0.767 -0.127 0.370
C 1.011 -0.951 -0.845
C 1.950 0.707 0.667
H -1.524 -1.114 0.186
H -0.277 1.408 -0.436
H -2.465 0.320 0.647
H -1.998 0.047 -1.049
H 0.654 -0.813 1.220
```

Total charge: 0
Gap between HOMO and LUMO: 11.01 eV
Structure (SMILES): CNC(C#N)C#N

Results of the natural (NBO) charge analysis, in e, for atoms 1 through 4:
1. N -0.5828
2. N -0.2763
3. N -0.2604
4. C -0.4285

Q) One molecule with the formula C4H5N3, computed with ωB97M-V/def2-TZVPD.

The geometry in XYZ format:
```
12
C4H5N3, DFT ωB97M-V/def2-TZVPD
N 0.401 0.599 1.320
N -1.572 0.049 0.714
N -0.337 0.226 0.331
C -2.429 -0.516 -0.441
C -3.083 -1.102 -1.472
C 1.627 0.829 1.405
C 0.142 -0.449 -0.954
H -0.598 -1.158 -1.114
H 1.214 -0.862 -0.956
H 0.132 0.222 -1.718
H 2.085 1.344 2.327
H 2.418 0.819 0.558
```

Total charge: 0
Gap between HOMO and LUMO (spin up / spin down): 7.36 / 7.28 eV

Results of the natural (NBO) charge analysis, in e, for atoms 1 through 4:
1. N -0.2378
2. N 0.0140
3. N 0.0342
4. C -0.3503

P) is favored, and the nearest alternative lies 762.1 kJ/mol above it.

P) A 2-piece molecular cluster, C2H2ClI overall, computed with ωB97M-V/def2-TZVPD.

The geometry in XYZ format:
```
6
C2H2ClI, DFT ωB97M-V/def2-TZVPD
I -3.653 0.031 0.073
Cl 1.465 -0.608 0.138
C -1.714 -0.932 -0.493
C -1.399 -0.171 0.451
H 0.895 -1.636 0.543
H -0.710 0.458 1.023
```

Total charge: 0
Gap between HOMO and LUMO: 9.07 eV

Results of the natural (NBO) charge analysis, in e, for atoms 1 through 4:
1. I 0.2925
2. Cl -0.2394
3. C -0.1737
4. C -0.4277

Q) C2H2ClI as an isolated structure, computed with ωB97M-V/def2-TZVPD.

The geometry in XYZ format:
```
6
C2H2ClI, DFT ωB97M-V/def2-TZVPD
I 2.443 0.080 -0.376
Cl -2.366 0.161 -0.061
C 0.703 -0.604 0.490
C -0.740 0.405 -0.273
H -0.634 0.554 -1.279
H 0.593 -0.595 1.500
```

Total charge: 0
Gap between HOMO and LUMO (spin up / spin down): 8.35 / 7.75 eV

Results of the natural (NBO) charge analysis, in e, for atoms 1 through 4:
1. I 0.1943
2. Cl 0.0658
3. C -0.3553
4. C -0.2055

P) is favored, and the nearest alternative lies 105.6 kJ/mol above it.

P) An isolated ion of composition C3HN2O3 and charge -1, computed with ωB97M-V/def2-TZVPD.

The geometry in XYZ format:
```
9
C3HN2O3, DFT ωB97M-V/def2-TZVPD
O 1.292 0.871 -0.055
O 3.376 1.659 0.157
O 1.775 -2.809 0.113
N -0.433 -0.603 0.081
N 3.058 -0.634 -0.187
C 1.937 -1.291 -0.039
C 0.792 -0.401 -0.019
C 2.708 0.664 -0.034
H -0.821 0.285 0.003
```

Total charge: -1
Gap between HOMO and LUMO: 8.73 eV
Structure (SMILES): [H]/N=C1\OC([O-])=NC1=O

Results of the natural (NBO) charge analysis, in e, for atoms 1 through 4:
1. O -0.5326
2. O -0.6154
3. O -0.7431
4. N -0.6167

Q) A 2-piece molecular cluster, C3HN2O3 overall, computed with ωB97M-V/def2-TZVPD.

The geometry in XYZ format:
```
9
C3HN2O3, DFT ωB97M-V/def2-TZVPD
O -2.154 -1.380 0.415
O -3.844 -0.027 -0.120
O -0.534 2.554 0.597
N -1.574 0.749 -0.444
N 0.406 -1.083 -0.500
C 0.303 -2.033 0.124
C -2.721 -0.430 -0.026
C -1.150 1.668 0.160
H 0.174 -0.205 -0.779
```

Total charge: -1
Gap between HOMO and LUMO: 9.37 eV

Results of the natural (NBO) charge analysis, in e, for atoms 1 through 4:
1. O -0.6731
2. O -0.6859
3. O -0.6166
4. N -0.7240

Q) is favored, and the nearest alternative lies 33.0 kJ/mol above it.

P) C4H9O2P as an isolated structure, computed with ωB97M-V/def2-TZVPD.

The geometry in XYZ format:
```
16
C4H9O2P, DFT ωB97M-V/def2-TZVPD
P 2.030 -0.200 0.328
O 3.342 -0.610 -0.230
O 1.473 1.240 -0.111
C -0.486 -0.013 -0.500
C 0.556 -1.073 -0.165
C -1.906 -0.110 0.042
C 0.085 1.362 0.079
H -0.268 1.360 1.083
H 0.070 -1.952 0.513
H -2.647 0.448 -0.457
H -0.390 2.255 -0.365
H 0.793 -1.756 -1.303
H 1.905 -0.005 1.682
H -0.320 -0.016 -1.609
H -2.055 0.157 1.153
H -2.183 -1.086 -0.140
```

Total charge: 0
Gap between HOMO and LUMO: 11.30 eV

Results of the natural (NBO) charge analysis, in e, for atoms 1 through 4:
1. P 1.9995
2. O -1.0413
3. O -0.7948
4. C -0.2616

Q) One molecule with the formula C4H9O2P, computed with ωB97M-V/def2-TZVPD.

The geometry in XYZ format:
```
16
C4H9O2P, DFT ωB97M-V/def2-TZVPD
P -1.127 0.978 1.453
O -0.897 1.384 2.822
O -0.198 1.856 0.547
C 0.563 1.210 -0.453
C 0.614 -1.268 -1.408
C 0.540 -0.358 -0.199
C -0.569 -0.641 0.780
H 0.211 -2.215 -1.078
H 0.059 -1.102 1.667
H 1.442 -0.503 0.415
H 0.175 1.530 -1.475
H -1.282 -1.362 0.293
H 1.604 1.606 -0.440
H -2.537 1.030 1.078
H 1.581 -1.284 -1.891
H -0.179 -0.861 -2.111
```

Total charge: 0
Gap between HOMO and LUMO: 11.13 eV
Structure (SMILES): C[C@H]1CO[P@H](=O)C1

Results of the natural (NBO) charge analysis, in e, for atoms 1 through 4:
1. P 1.9909
2. O -1.0735
3. O -0.7951
4. C -0.0601

Q) is favored, and the nearest alternative lies 84.9 kJ/mol above it.

P) C2H5NO as an isolated structure, computed with ωB97M-V/def2-TZVPD.

The geometry in XYZ format:
```
9
C2H5NO, DFT ωB97M-V/def2-TZVPD
O -0.934 -0.237 1.457
N -0.347 -1.334 -0.609
C 0.530 0.822 -0.177
C -0.432 -0.329 0.117
H 0.341 1.214 -1.173
H -0.063 -0.803 1.307
H -1.036 -1.471 -1.338
H 1.594 0.580 -0.191
H 0.346 1.557 0.608
```

Total charge: 0
Gap between HOMO and LUMO: 9.38 eV

Results of the natural (NBO) charge analysis, in e, for atoms 1 through 4:
1. O -0.6374
2. N -0.8356
3. C -0.7241
4. C 0.5851

Q) A 2-piece molecular cluster, C2H5NO overall, computed with ωB97M-V/def2-TZVPD.

The geometry in XYZ format:
```
9
C2H5NO, DFT ωB97M-V/def2-TZVPD
O -0.677 1.469 -1.545
N -0.502 0.813 -0.527
C 0.811 -1.346 -0.316
C -0.672 1.060 0.666
H -0.199 0.359 1.463
H 1.626 -0.839 0.248
H -1.246 1.918 1.073
H 0.793 -1.672 -1.330
H 0.066 -1.762 0.268
```

Total charge: 0
Gap between HOMO and LUMO (spin up / spin down): 9.92 / 8.21 eV

Results of the natural (NBO) charge analysis, in e, for atoms 1 through 4:
1. O -0.3050
2. N 0.1095
3. C -0.4869
4. C -0.2351

R) One molecule with the formula C2H5NO, computed with ωB97M-V/def2-TZVPD.

The geometry in XYZ format:
```
9
C2H5NO, DFT ωB97M-V/def2-TZVPD
O 0.567 1.676 0.157
N 1.297 -0.435 -0.191
C -1.126 -0.005 0.019
C 0.307 0.494 0.036
H -1.228 -1.090 -0.064
H 1.218 -1.387 0.124
H -1.621 0.456 -0.842
H -1.645 0.349 0.914
H 2.232 -0.058 -0.152
```

Total charge: 0
Gap between HOMO and LUMO: 10.78 eV
Structure (SMILES): CC(N)=O

Results of the natural (NBO) charge analysis, in e, for atoms 1 through 4:
1. O -0.6064
2. N -0.8313
3. C -0.7169
4. C 0.6747

R) is favored, and the nearest alternative lies 419.5 kJ/mol above it.